## w
The following is a quantum chemistry calculation of C6H13N in the gas phase, from the OMol25 dataset.

Structure (ORCA input):
```
! wB97M-V def2-TZVPD RIJCOSX def2/J DEFGRID3
* xyz 0 1
C -1.10 -1.48 0.45
C -0.51 -0.51 -0.23
C -0.38 -0.61 -1.75
C 1.01 -0.95 -2.31
C 0.03 0.80 0.32
C 0.04 0.83 1.86
N 0.68 2.04 2.40
H -1.44 -1.43 1.47
H -1.34 -2.40 -0.07
H -0.71 0.37 -2.16
H -1.14 -1.26 -2.16
H 1.80 -0.44 -1.78
H 1.07 -2.03 -2.46
H 1.06 -0.64 -3.37
H -0.63 1.53 -0.15
H 1.02 1.02 -0.10
H 0.67 -0.04 2.10
H -1.00 0.67 2.16
H -0.05 2.75 2.47
H 0.95 1.78 3.33
*
```

Its highest occupied orbital energy is -9.27 eV. Its orbital gap is 10.286 eV. Its SMILES is C=C(CC)CCN.

Okay, here come the Löwdin numbers, in e, for every atom: C 0.04; C -0.33; C -0.24; C -0.10; C -0.17; C -0.29; N -0.01; H 0.05; H 0.06; H 0.11; H 0.10; H 0.06; H 0.07; H 0.07; H 0.11; H 0.12; H 0.12; H 0.11; H 0.06; H 0.06

## x
The following is a quantum chemistry calculation of C6H13N in the gas phase, from the OMol25 dataset.

Structure (ORCA input):
```
! wB97M-V def2-TZVPD RIJCOSX def2/J DEFGRID3
* xyz 0 1
C -2.46 1.20 0.67
C -1.86 0.24 -0.29
C -0.96 -0.86 0.40
C 0.46 -0.67 0.87
C 1.34 0.15 0.00
C 2.47 -0.43 -0.53
N 3.28 0.09 -1.46
H -2.75 2.15 0.22
H -1.69 1.67 1.46
H -3.22 0.69 1.27
H -1.33 0.69 -1.18
H -2.67 -0.27 -0.85
H -1.60 -1.29 1.19
H -0.87 -1.70 -0.27
H 0.88 -1.61 0.98
H 0.49 -0.08 1.92
H 0.77 1.08 -0.23
H 2.85 -1.35 -0.10
H 2.93 0.80 -2.13
H 3.95 -0.51 -1.93
*
```

Its highest occupied orbital energy is -7.51 eV. Its orbital gap is 8.617 eV. Its SMILES is CCCC/C=C/N.

Okay, here come the Löwdin numbers, in e, for every atom: C -0.15; C -0.29; C -0.22; C -0.27; C -0.13; C -0.25; N 0.02; H 0.06; H 0.11; H 0.07; H 0.11; H 0.10; H 0.11; H 0.09; H 0.07; H 0.14; H 0.11; H 0.12; H 0.11; H 0.09

The calculated energies rank the structures as follows, beginning with the most stable: w, x.

## w
The following is a quantum chemistry calculation of C6H13N in the gas phase, from the OMol25 dataset.

Structure (ORCA input):
```
! wB97M-V def2-TZVPD RIJCOSX def2/J DEFGRID3
* xyz 0 1
C 0.76 -0.83 -1.40
C 0.54 -0.05 -0.34
C 0.65 -0.51 1.07
C 1.47 -1.78 1.36
C 0.01 1.35 -0.57
C -1.42 1.53 -0.10
N -2.37 0.61 -0.70
H 0.60 -0.45 -2.40
H 1.14 -1.84 -1.31
H 1.11 0.29 1.66
H -0.34 -0.64 1.52
H 1.57 -2.40 0.50
H 1.03 -2.27 2.23
H 2.44 -1.50 1.73
H 0.64 2.01 0.05
H 0.14 1.65 -1.60
H -1.45 1.40 0.98
H -1.76 2.56 -0.22
H -2.91 1.07 -1.42
H -1.86 -0.19 -1.06
*
```

Its highest occupied orbital energy is -9.03 eV. Its orbital gap is 10.139 eV. Its SMILES is C=C(CC)CCN.

Okay, here come the Löwdin numbers, in e, for every atom: C 0.05; C -0.35; C -0.22; C -0.08; C -0.18; C -0.30; N 0.01; H 0.06; H 0.05; H 0.11; H 0.11; H 0.04; H 0.07; H 0.07; H 0.12; H 0.11; H 0.09; H 0.11; H 0.06; H 0.05

## x
The following is a quantum chemistry calculation of C6H13N in the gas phase, from the OMol25 dataset.

Structure (ORCA input):
```
! wB97M-V def2-TZVPD RIJCOSX def2/J DEFGRID3
* xyz 0 1
C -2.21 1.04 0.51
C -1.32 -0.18 0.73
C -0.23 -0.55 -0.06
C -0.09 -1.80 -0.85
C 0.84 0.42 0.17
C 1.61 0.88 -1.06
N 1.79 0.20 1.27
H -2.50 1.47 1.47
H -3.12 0.74 -0.02
H -1.70 1.81 -0.07
H -1.94 -1.01 1.10
H -0.82 -2.54 -0.52
H 0.91 -2.23 -0.78
H -0.28 -1.61 -1.91
H -0.08 0.99 0.94
H 2.38 0.15 -1.33
H 0.95 1.01 -1.92
H 2.12 1.82 -0.84
H 2.39 -0.59 1.04
H 1.30 -0.02 2.13
*
```

Its highest occupied orbital energy is -8.16 eV. Its orbital gap is 9.100 eV. Its SMILES is C/C=C(/C)[C@H](C)N.

Okay, here come the Löwdin numbers, in e, for every atom: C -0.11; C -0.15; C -0.30; C -0.05; C -0.45; C -0.06; N 0.03; H 0.07; H 0.08; H 0.07; H 0.09; H 0.08; H 0.07; H 0.09; H 0.18; H 0.08; H 0.08; H 0.07; H 0.06; H 0.07

## y
The following is a quantum chemistry calculation of C6H13N in the gas phase, from the OMol25 dataset.

Structure (ORCA input):
```
! wB97M-V def2-TZVPD RIJCOSX def2/J DEFGRID3
* xyz 0 1
C -2.64 1.68 -1.14
C -1.66 0.79 -1.10
C -0.21 1.10 -1.43
C 0.75 0.97 -0.23
C 0.97 -0.55 0.16
N 1.28 -0.84 1.56
C 1.17 -2.28 1.84
H -3.66 1.32 -1.14
H -2.47 2.76 -1.25
H -1.87 -0.28 -0.74
H -0.08 2.11 -1.82
H 0.05 0.64 -2.39
H 0.16 1.47 0.57
H 1.75 1.55 -0.36
H 0.13 -1.02 -0.30
H 1.80 -0.85 -0.54
H 0.81 -0.39 2.31
H 0.24 -2.80 2.05
H 1.69 -2.49 2.84
H 1.78 -2.88 1.11
*
```

Its highest occupied orbital energy is -8.77 eV. Its orbital gap is 9.917 eV. Its SMILES is C=CCCCNC.

Okay, here come the Löwdin numbers, in e, for every atom: C -0.01; C -0.20; C -0.25; C -0.19; C -0.26; N -0.11; C -0.17; H 0.05; H 0.06; H 0.12; H 0.10; H 0.11; H 0.10; H 0.13; H 0.07; H 0.12; H 0.09; H 0.06; H 0.09; H 0.09

The calculated energies rank the structures as follows, beginning with the most stable: w, y, x.

## w
The following is a quantum chemistry calculation of a molecular structure, C6H13N, from the OMol25 dataset.

Structure (ORCA input):
```
! wB97M-V def2-TZVPD RIJCOSX def2/J DEFGRID3
* xyz 0 1
C 1.00 -0.02 0.27
C -2.00 1.00 0.20
C 1.18 1.08 -0.81
C 2.12 -1.00 0.14
C -1.75 -0.01 -0.87
C -0.94 0.04 0.68
N -1.12 -0.74 1.69
H 1.45 0.57 1.11
H -2.09 -0.95 1.91
H -1.67 2.02 0.03
H -2.98 0.93 0.66
H 1.15 0.67 -1.82
H 0.46 1.89 -0.70
H 2.34 -1.62 1.00
H 2.95 -0.83 -0.53
H 1.09 -2.31 0.13
H 2.09 1.66 -0.64
H -1.24 0.33 -1.76
H -2.34 -0.90 -0.99
H 0.30 -1.82 0.30
*
```

Its highest occupied orbital energy (alpha / beta) is -7.98 / -6.91 eV. Its orbital gap (alpha / beta) is 8.742 / 6.399 eV.

Okay, here come the Löwdin numbers, in e, for every atom: C -0.32; C -0.14; C -0.14; C -0.13; C -0.02; C -0.38; N 0.10; H 0.11; H 0.06; H 0.10; H 0.11; H 0.07; H 0.06; H 0.04; H 0.06; H 0.10; H 0.07; H 0.08; H 0.09; H 0.09

## x
The following is a quantum chemistry calculation of C6H13N in the gas phase, from the OMol25 dataset.

Structure (ORCA input):
```
! wB97M-V def2-TZVPD RIJCOSX def2/J DEFGRID3
* xyz 0 1
C -2.68 0.37 0.26
C -1.03 0.67 0.27
C -0.37 -0.30 -0.26
C -0.62 -1.73 -0.57
N 1.20 0.09 -0.29
C 2.03 -0.49 0.74
C 1.58 1.45 -0.58
H -3.00 0.09 1.26
H -3.14 1.33 0.01
H -3.01 -0.38 -0.45
H -0.77 1.68 0.56
H -1.47 -1.81 -1.26
H 0.27 -2.14 -1.04
H -0.86 -2.31 0.32
H 1.74 -1.52 0.93
H 1.98 0.07 1.68
H 3.08 -0.50 0.41
H 0.95 1.84 -1.38
H 2.62 1.47 -0.91
H 1.50 2.13 0.29
*
```

Its highest occupied orbital energy is -7.84 eV. Its orbital gap is 8.898 eV. Its SMILES is C/C=C(\C)N(C)C.

Okay, here come the Löwdin numbers, in e, for every atom: C -0.06; C -0.06; C -0.26; C -0.05; N -0.24; C -0.13; C -0.15; H 0.05; H 0.05; H 0.04; H 0.09; H 0.07; H 0.08; H 0.09; H 0.07; H 0.08; H 0.08; H 0.08; H 0.08; H 0.07

The calculated energies rank the structures as follows, beginning with the most stable: x, w.

## w
The following is a quantum chemistry calculation of 2 unconnected molecules or ions with the total composition C6H13N, from the OMol25 dataset.

Structure (ORCA input):
```
! wB97M-V def2-TZVPD RIJCOSX def2/J DEFGRID3
* xyz 0 1
C -0.87 -0.18 1.38
C -1.24 1.07 1.13
C -2.21 1.79 2.01
C -0.75 1.81 -0.08
H -0.21 -0.75 0.75
H -1.15 -0.63 2.33
H -1.83 2.77 2.31
H -2.41 1.21 2.91
H -3.16 1.96 1.49
H -0.05 1.22 -0.65
H -0.23 2.73 0.23
H -1.57 2.14 -0.72
C 0.72 -1.12 -1.96
N 1.36 -1.81 -1.12
C 2.80 -1.85 -1.23
H -0.36 -1.09 -1.91
H 1.25 -0.54 -2.73
H 3.24 -1.57 -0.27
H 3.20 -1.18 -2.00
H 3.11 -2.87 -1.44
*
```

Its highest occupied orbital energy is -9.12 eV. Its orbital gap is 10.208 eV. Its SMILES is C=C(C)C.C=NC.

Okay, here come the Löwdin numbers, in e, for every atom: C 0.04; C -0.43; C -0.08; C -0.08; H 0.03; H 0.06; H 0.08; H 0.07; H 0.08; H 0.05; H 0.08; H 0.08; C -0.10; N -0.09; C -0.15; H 0.07; H 0.07; H 0.07; H 0.07; H 0.07

## x
The following is a quantum chemistry calculation of C6H13N in the gas phase, from the OMol25 dataset.

Structure (ORCA input):
```
! wB97M-V def2-TZVPD RIJCOSX def2/J DEFGRID3
* xyz 0 1
C -1.36 -0.46 -2.74
C -0.35 0.25 -1.85
C -0.58 -0.17 -0.40
N 0.38 0.45 0.48
C 1.49 -0.44 0.72
C 0.54 -0.09 1.82
C 0.68 0.96 2.89
H -2.37 -0.11 -2.52
H -1.33 -1.54 -2.55
H -1.16 -0.29 -3.80
H 0.68 -0.04 -2.11
H -0.40 1.34 -2.00
H -0.42 -1.29 -0.35
H -1.59 0.11 -0.07
H 2.50 -0.03 0.61
H 1.27 -1.43 0.27
H -0.07 -0.95 2.11
H 1.22 0.61 3.78
H 1.19 1.85 2.50
H -0.32 1.27 3.22
*
```

Its highest occupied orbital energy is -9.19 eV. Its orbital gap is 10.434 eV. Its SMILES is CCCN1C[C@H]1C.

Okay, here come the Löwdin numbers, in e, for every atom: C -0.13; C -0.25; C -0.25; N -0.11; C -0.12; C -0.33; C -0.06; H 0.07; H 0.07; H 0.07; H 0.11; H 0.11; H 0.12; H 0.13; H 0.11; H 0.11; H 0.13; H 0.07; H 0.08; H 0.07

## y
The following is a quantum chemistry calculation of C6H13N in the gas phase, from the OMol25 dataset.

Structure (ORCA input):
```
! wB97M-V def2-TZVPD RIJCOSX def2/J DEFGRID3
* xyz 0 1
C -2.33 0.56 1.67
C -1.54 -0.65 1.11
C -0.44 -0.17 0.17
C 0.46 -1.18 -0.56
C 1.16 -0.56 -1.76
C 2.21 0.28 -1.61
N 2.43 1.16 -0.57
H -3.14 0.30 2.35
H -1.78 1.37 2.19
H -2.89 1.10 0.90
H -1.13 -1.17 1.98
H -2.18 -1.38 0.59
H 0.11 0.60 0.76
H -0.88 0.51 -0.57
H 1.24 -1.54 0.14
H -0.21 -2.00 -0.81
H 1.09 -1.03 -2.73
H 2.98 0.36 -2.38
H 1.64 1.65 -0.19
H 3.20 1.79 -0.68
*
```

Its highest occupied orbital energy is -7.83 eV. Its orbital gap is 8.889 eV. Its SMILES is CCCC/C=C\N.

Okay, here come the Löwdin numbers, in e, for every atom: C -0.13; C -0.26; C -0.26; C -0.20; C -0.13; C -0.23; N 0.05; H 0.06; H 0.07; H 0.07; H 0.10; H 0.11; H 0.09; H 0.11; H 0.11; H 0.10; H 0.08; H 0.10; H 0.07; H 0.07

## z
The following is a quantum chemistry calculation of C6H13N in the gas phase, from the OMol25 dataset.

Structure (ORCA input):
```
! wB97M-V def2-TZVPD RIJCOSX def2/J DEFGRID3
* xyz 0 1
C 0.31 -1.13 -2.71
C 0.65 -0.37 -1.44
C -0.02 -0.94 -0.20
N 0.23 -0.12 1.02
C -0.44 -0.55 2.24
C 0.48 1.13 0.73
C -0.19 2.33 1.28
H -0.77 -1.10 -2.92
H 0.61 -2.18 -2.66
H 0.82 -0.68 -3.57
H 1.73 -0.35 -1.27
H 0.36 0.68 -1.54
H 0.22 -1.99 -0.06
H -1.12 -0.88 -0.33
H 0.27 -0.55 3.08
H -0.85 -1.55 2.13
H -1.25 0.15 2.42
H -0.90 2.41 2.12
H 0.57 3.11 1.34
H -0.74 2.57 0.35
*
```

Its highest occupied orbital energy is -6.85 eV. Its orbital gap is 7.851 eV.

Okay, here come the Löwdin numbers, in e, for every atom: C -0.12; C -0.28; C -0.19; N -0.21; C -0.05; C -0.13; C -0.14; H 0.07; H 0.07; H 0.07; H 0.11; H 0.08; H 0.12; H 0.13; H 0.09; H 0.08; H 0.08; H 0.06; H 0.06; H 0.09

The calculated energies rank the structures as follows, beginning with the most stable: y, x, w, z.